Record 1
The following is a quantum chemistry calculation of a 2-piece molecular cluster, C2H8Cl4N3P2 overall in a non-equilibrium geometry, from the Open Molecules 2025 dataset.

The orbital gap (spin up / spin down) is 7.719 / 7.825 eV. The total energy comes out at -2768.50873 Ha. For the molar mass, the calculation gives 277.9 g/mol. The value obtained for the relative energy (zero: lowest compared OMol25 entry of this formula, charge and spin) is 2.363 eV.

Geometry as ORCA input:
```
! RIJCOSX wB97M-V def2-TZVPD def2/J DEFGRID3
* xyz 1 1
H 0.8733 0.2143 2.9805
Cl 0.8150 -2.0865 2.2138
Cl -1.6217 -1.7713 0.1777
P 2.0034 0.4879 0.4019
H 0.2952 -3.9752 0.1657
C 1.8453 -3.9075 -1.2593
C 1.9254 2.0472 3.1451
Cl 1.9160 2.1622 -0.6459
P 0.4194 -1.9879 0.1979
H 2.2482 -4.7554 -0.7619
H 2.2806 2.1431 4.2109
H 1.6561 -4.0078 -2.3603
H 2.8593 2.5537 2.6801
N 0.6899 -3.4171 -0.5678
N 1.0705 -0.6084 -0.3883
N 1.7307 0.7352 2.8745
H 1.0913 2.7117 3.1551
H 2.6941 -3.2460 -1.3024
Cl 3.9272 0.0354 0.4522
*
```


Record 2
The following is a quantum chemistry calculation of a 2-piece molecular cluster, C3H8N4 overall in a non-equilibrium geometry, from the Open Molecules 2025 dataset.

The orbital gap is 10.232 eV. As for the structure (SMILES): [H]/N=C/NC#N.CN. The total energy comes out at -338.03974 Ha. For the molar mass, the calculation gives 100.1 g/mol. The value obtained for the relative energy (zero: lowest compared OMol25 entry of this formula, charge and spin) is 3.103 eV.

Geometry as ORCA input:
```
! RIJCOSX wB97M-V def2-TZVPD def2/J DEFGRID3
* xyz 0 1
H -2.3361 -1.9754 -0.4500
N 1.5652 0.0210 0.9242
N -1.5797 0.0844 -0.9302
H -2.3940 -0.8771 0.8270
H -0.8874 -1.5044 0.2041
H -2.0982 0.3604 -1.6876
C 2.7133 -0.5374 0.4249
C -1.8595 -1.1518 -0.0406
N 3.5173 -1.0089 -0.1751
C 0.9575 1.0006 0.2520
H 0.9909 0.7841 -0.8897
H 1.5233 0.1125 2.0414
H 0.0161 2.7319 0.1145
N 0.4830 2.0268 0.7232
H -0.6116 -0.0667 -1.3381
*
```


Number 2 is which compound? C3H8N4